ORCA calculation (ωB97M-V/def2-TZVPD) on C4H6N2O as an isolated structure.

As for the spin multiplicity: 1. As for the total energy: -9267.637 eV. For the lowest unoccupied orbital energy (alpha / beta), the calculation gives 0.54 / 0.54 eV. The value obtained for the gap between HOMO and LUMO (alpha / beta) is 0.312 / 0.312 Eh.

Each line ends with the Löwdin charge.
Positions of all 13 atoms, in Å:
1 C -1.9757 -0.0872 0.1930  -0.061
2 C -0.5791 0.0819 -0.3513  -0.367
3 N -0.3347 -0.5270 -1.5664  -0.048
4 O 0.8374 -0.6515 -1.9310  -0.109
5 C 1.2139 0.2823 0.3164  -0.120
6 N 2.2186 -0.5049 0.5756  0.151
7 C 0.2837 1.1580 0.1555  -0.015
8 H -2.4584 -0.9634 -0.2490  0.070
9 H -1.9800 -0.1971 1.2820  0.074
10 H -2.5886 0.7937 -0.0483  0.076
11 H 2.6973 -0.5034 1.4662  0.120
12 H 2.5690 -1.0924 -0.1729  0.115
13 H 0.0968 2.2109 0.3301  0.114

Cartesian forces (eV/Å) of the 3 atoms listed first:
0.0 0.0 0.0
-0.3 -0.1 -0.2
0.2 0.1 0.3

ORCA calculation (ωB97M-V/def2-TZVPD) on C4H6N2O in the gas phase.

As for the spin multiplicity: 1. As for the total energy: -9269.347 eV. For the lowest unoccupied orbital energy (alpha / beta), the calculation gives 0.12 / 0.12 eV. The value obtained for the gap between HOMO and LUMO (alpha / beta) is 0.292 / 0.292 Eh.

Each line ends with the Löwdin charge.
Positions of all 13 atoms, in Å:
1 N -2.1593 0.6251 -0.1800  0.033
2 C -0.7408 0.3827 -0.3690  -0.465
3 C -0.3534 -1.0506 -0.5056  -0.004
4 N 0.8711 -1.1165 -0.0667  0.137
5 C 1.2880 0.1443 0.4569  -0.446
6 O 2.5699 0.1089 0.9365  0.013
7 C 0.3448 1.1054 0.3974  0.009
8 H -2.4219 0.2793 0.7397  0.074
9 H -2.2663 1.6354 -0.1156  0.073
10 H -0.8694 -1.8855 -0.9646  0.135
11 H 1.4709 -1.9335 -0.1259  0.170
12 H 2.7453 1.0202 1.2083  0.103
13 H -0.4790 0.6847 -1.4114  0.169

Cartesian forces (eV/Å) of the 3 atoms listed first:
0.1 0.1 0.2
-0.1 -0.1 -0.1
0.3 0.2 0.0

ORCA calculation (ωB97M-V/def2-TZVPD) on C4H6N2O in the gas phase.

As for the spin multiplicity: 1. As for the total energy: -9270.530 eV. For the lowest unoccupied orbital energy, the calculation gives 0.67 eV. The value obtained for the gap between HOMO and LUMO is 0.342 Eh.

Each line ends with the Löwdin charge.
Positions of all 13 atoms, in Å:
1 N 0.3657 -2.5130 -0.2839  0.175
2 C 0.1451 -1.2745 -0.1782  -0.463
3 O 0.9985 -0.5624 0.5677  -0.012
4 C 1.0023 0.8347 0.2877  -0.189
5 C -0.3679 1.3877 0.6016  -0.204
6 C -1.3835 0.7542 -0.3350  -0.010
7 N -0.9653 -0.4665 -0.6975  0.041
8 H -0.2891 -3.0661 -0.8232  0.053
9 H -1.5157 -0.9568 -1.3951  0.123
10 H 1.2171 0.9755 -0.7805  0.130
11 H 1.8191 1.2514 0.8737  0.127
12 H -0.6414 1.1545 1.6426  0.125
13 H -0.3848 2.4811 0.5202  0.104

Cartesian forces (eV/Å) of the 3 atoms listed first:
-0.3 0.5 -0.2
0.0 -0.1 0.1
0.0 -0.1 -0.1

ORCA calculation (ωB97M-V/def2-TZVPD) on C4H6N2O in the gas phase in a non-equilibrium geometry.

Its SMILES is Cc1cc(O)n[nH]1. As for the spin multiplicity: 1. As for the total energy: -9271.768 eV. For the lowest unoccupied orbital energy, the calculation gives 0.89 eV. The value obtained for the gap between HOMO and LUMO is 0.376 Eh.

Each line ends with the Löwdin charge.
Positions of all 13 atoms, in Å:
1 C -2.0407 -0.1103 0.0552  -0.028
2 C -0.5572 0.0118 -0.0010  -0.339
3 C 0.4034 -0.4124 -0.8517  0.040
4 C 1.6188 -0.1273 -0.1450  -0.439
5 O 2.8370 -0.4996 -0.5614  0.079
6 N 1.4346 0.5179 0.9709  0.067
7 N 0.0477 0.6344 1.0984  -0.014
8 H -2.4656 0.4876 0.8712  0.083
9 H -2.2540 -1.1577 0.2837  0.088
10 H -2.5296 0.1535 -0.8822  0.080
11 H 0.2872 -0.8483 -1.8299  0.112
12 H 3.4514 -0.2319 0.1394  0.117
13 H -0.2604 1.5665 0.7820  0.154

Cartesian forces (eV/Å) of the 3 atoms listed first:
-0.1 -0.1 -0.2
-0.1 -0.4 -0.3
-0.1 -0.3 0.0

ORCA calculation (ωB97M-V/def2-TZVPD) on C4H6N2O in the gas phase in a non-equilibrium geometry.

Its SMILES is [H]/N=C\OCCC#N. As for the spin multiplicity: 1. As for the total energy: -9270.822 eV. For the lowest unoccupied orbital energy, the calculation gives 0.67 eV. The value obtained for the gap between HOMO and LUMO is 0.406 Eh.

Each line ends with the Löwdin charge.
Positions of all 13 atoms, in Å:
1 H 1.6179 0.4175 1.0794  0.031
2 N 1.1441 0.6536 1.9309  0.093
3 C -0.1173 0.6752 1.9707  -0.292
4 O -1.0476 0.6323 0.9606  -0.057
5 C -0.5087 0.5857 -0.3784  -0.185
6 C -0.2487 -0.8690 -0.7977  -0.150
7 C 0.2158 -0.9699 -2.1871  -0.218
8 N 0.5770 -1.0365 -3.2834  0.147
9 H -0.1163 0.4673 3.0428  0.126
10 H 0.4072 1.1828 -0.4498  0.122
11 H -1.2477 1.0337 -1.0506  0.134
12 H 0.4987 -1.3285 -0.1430  0.120
13 H -1.1741 -1.4441 -0.6945  0.129

Cartesian forces (eV/Å) of the 3 atoms listed first:
0.2 0.6 -1.0
1.2 -0.4 -0.8
1.6 -0.8 0.0

ORCA calculation (ωB97M-V/def2-TZVPD) on C4H6N2O as an isolated structure in a non-equilibrium geometry.

As for the spin multiplicity: 1. As for the total energy: -9265.197 eV. For the lowest unoccupied orbital energy (alpha / beta), the calculation gives -0.17 / -0.17 eV. The value obtained for the gap between HOMO and LUMO (alpha / beta) is 0.231 / 0.231 Eh.

Each line ends with the Löwdin charge.
Positions of all 13 atoms, in Å:
1 N -2.2784 0.6045 -0.8169  0.182
2 C -1.4780 -0.0887 -0.3024  -0.363
3 O -1.0691 -1.0733 0.3964  0.052
4 C 0.2722 -1.3789 -0.0189  -0.157
5 C 1.2828 -0.4038 0.5748  -0.135
6 C 1.1290 0.8364 -0.1755  -0.288
7 N 1.0677 1.9531 -0.5311  0.106
8 H -1.7865 1.7226 -0.4442  0.046
9 H -0.4500 2.2210 -0.0442  0.012
10 H 0.2616 -1.2385 -1.1082  0.139
11 H 0.4478 -2.3988 0.2806  0.130
12 H 0.9985 -0.0945 1.5899  0.136
13 H 2.2749 -0.9130 0.6612  0.138

Cartesian forces (eV/Å) of the 3 atoms listed first:
1.2 -0.1 0.4
-2.5 -1.4 0.1
0.5 0.0 -0.1

Values for energy relative to the best compared isomer or geometry (same formula, charge and spin), kJ/mol, ordered as above
565.9 400.8 286.7 167.3 258.5 801.3